2 unconnected molecules or ions with the total composition C2H5ClN2O in a non-equilibrium geometry. Source: the Open Molecules 2025 dataset; level of theory: the ωB97M-V functional and the def2-TZVPD basis.

Calculated values
Highest occupied orbital energy: -9.282 eV
Frontier orbital gap: 9.04 eV
Energy above the lowest of the compared OMol25 structures with the same formula, charge and spin: 172.3 kcal per mole

Geometry as ORCA input:
```
! wB97M-V def2-TZVPD RIJCOSX def2/J DEFGRID3
* xyz 0 1
Cl -1.2348 -2.2090 -2.1075
O 0.4032 0.7141 -0.1152
N 0.2690 -1.6047 0.2687
N -0.4798 -0.4111 -0.1097
C -0.1629 -1.3761 -1.0452
C 0.0397 1.7661 0.7098
H -0.2263 -2.3032 0.8042
H 0.4343 1.4646 1.8100
H -0.9848 1.8402 0.9857
H 1.5061 -0.6122 -1.7004
H 0.4364 2.7312 0.4995
*
```